No. 1
The following is a DFT calculation (ωB97M-V with the def2-TZVPD basis set) of C13H20Cl2CsF4MgN7O9S as an isolated structure in a non-equilibrium geometry.

Last column: Löwdin charge in e.
Cartesian coordinates (Å):
Cs1 -2.2396 2.1482 -7.9854  1.506
Cl1 -4.6277 -0.5422 4.1083  -0.471
Cl2 5.3008 1.1087 0.9929  -0.117
S1 -3.2559 1.3370 2.5482  0.603
Mg1 -0.9151 -1.2524 4.5400  1.040
F1 -1.7400 3.5657 -4.3428  0.193
F2 -2.4327 2.1568 -5.8331  -0.371
F3 4.8404 -0.7551 5.9749  -0.460
F4 -0.4677 3.0696 -6.0103  0.066
O1 2.5976 1.3569 1.1945  -0.102
O2 4.5658 -5.2985 -3.1831  -0.065
O3 -4.9086 -0.8935 -1.0156  0.034
O4 4.7410 -4.5710 -5.2036  -0.051
O5 4.4912 -3.1778 -3.5777  -0.095
O6 0.2901 0.8399 -4.5681  0.210
O7 1.5724 -1.1471 2.1182  0.017
O8 3.0546 0.5079 7.1218  -0.081
O9 -1.5574 1.0615 -3.2914  0.010
N1 -0.7827 2.3119 1.5964  -0.008
N2 0.4954 2.4687 1.2533  0.186
N3 4.6003 -4.3506 -3.9909  -0.634
N4 1.3371 -2.9463 0.1065  0.103
N5 3.5477 1.3108 3.6537  0.208
N6 -6.5816 0.6199 -1.1937  0.156
N7 -4.7615 0.7482 -2.5664  0.152
C1 3.2164 1.4520 2.4919  -0.401
C2 -1.4594 1.2076 2.1119  -0.478
C3 -0.7453 1.3935 -4.3122  -0.372
C4 1.6866 0.4920 6.8120  -0.200
C5 -1.3387 2.5454 -5.1166  -0.544
C6 -1.1208 -0.0417 -2.4700  -0.166
C7 -0.0055 0.3799 -1.5348  -0.039
C8 3.8538 -3.1994 -0.7797  -0.029
C9 0.6937 -0.0716 1.9913  -0.140
C10 2.4508 -3.0608 -0.2845  -0.151
C11 1.1784 1.2818 1.4875  -0.159
C12 -0.8092 -0.1473 2.3505  -0.074
C13 -5.3866 0.0908 -1.5539  -0.697
H1 -1.9867 -0.3582 -1.8820  0.121
H2 1.4241 -0.4785 6.3660  0.032
H3 -3.3142 1.7184 3.8914  -0.100
H4 -5.1438 1.5591 -3.0174  0.092
H5 -0.8290 -0.8911 -3.0941  0.144
H6 4.0715 -4.2487 -0.9901  0.079
H7 -6.9819 1.4295 -1.6310  0.094
H8 1.5450 -1.7315 1.3005  0.043
H9 1.4592 1.3000 6.1106  0.069
H10 3.5422 0.3747 6.2830  0.020
H11 -1.3588 3.1688 1.4532  0.173
H12 1.1124 0.6362 7.7283  0.084
H13 -3.8710 0.3912 -2.8681  0.070
H14 -7.0814 0.1659 -0.4463  0.115
H15 -1.3419 -1.0679 2.7684  -0.006
H16 0.8843 0.6903 -2.0881  0.097
H17 4.5526 -2.8332 -0.0240  0.096
H18 -0.3167 1.2369 -0.9320  0.064
H19 0.2741 -0.4409 -0.8724  0.072
H20 3.9822 -2.6207 -1.6958  0.061

Results
Lowest unoccupied orbital energy (hartree): -0.1913
E_HOMO (Ha): -0.245
Gap between HOMO and LUMO (eV): 1.467
E (hartree): -3505.33104

=====

No. 2
The following is a DFT calculation (ωB97M-V with the def2-TZVPD basis set) of C13H20FeNO2 as an isolated structure in a non-equilibrium geometry.

Last column: Löwdin spin population.
Cartesian coordinates (Å):
Fe1 2.0658 0.4938 -1.0840  3.023
O1 1.0512 -1.9373 -2.4760  0.018
O2 0.1640 1.8864 -2.8960  0.006
N1 -2.7925 -0.3762 0.9731  0.001
C1 0.4565 -0.2803 1.1679  0.275
C2 -3.3955 -1.7411 0.9792  0.001
C3 -3.2899 0.3360 -0.2198  0.000
C4 1.3982 -1.0107 -1.8639  0.058
C5 3.8195 -0.3887 -0.4221  0.120
C6 3.5958 1.2907 -2.0269  0.068
C7 0.9895 1.4530 -2.1977  0.062
C8 -3.2571 0.3293 2.1759  0.001
C9 -0.3689 -1.4027 0.7947  0.048
C10 3.7959 -0.1197 -1.8430  0.057
C11 3.4836 1.8945 -0.7201  0.115
C12 0.6774 0.8668 0.3577  -0.011
C13 3.6052 0.8588 0.2574  0.077
H1 1.0583 -0.3726 2.1077  0.009
H2 -4.3624 0.3643 2.1886  0.000
H3 -1.0579 -1.0880 -0.0094  0.001
H4 -3.0465 -2.2755 1.8685  0.000
H5 -4.4975 -1.6955 0.9777  0.000
H6 3.6410 0.9995 1.3408  0.004
H7 1.2069 1.6853 0.9133  0.009
H8 -2.9057 1.3629 -0.2208  0.000
H9 4.0336 -1.3437 0.0402  0.008
H10 -0.2316 1.2521 -0.1265  0.007
H11 -2.9377 -0.1724 -1.1239  0.000
H12 3.4112 2.9645 -0.5312  0.007
H13 3.6577 1.8287 -2.9706  0.005
H14 0.2297 -2.2850 0.4927  0.017
H15 4.0414 -0.8294 -2.6268  0.005
H16 -3.0527 -2.2947 0.0969  0.000
H17 -4.3964 0.3575 -0.2150  0.000
H18 -1.0394 -1.7658 1.5947  0.008
H19 -2.8590 1.3508 2.1837  0.000
H20 -2.8918 -0.1955 3.0631  0.000

Results
Lowest unoccupied orbital energy (alpha / beta) (hartree): -0.1364 / -0.2006
E_HOMO (alpha / beta) (Ha): -0.408 / -0.425
Total charge: +1
Gap between HOMO and LUMO (alpha / beta) (eV): 7.393 / 6.101
Spin multiplicity: 5
E (hartree): -1975.83425

=====

No. 3
The following is a DFT calculation (ωB97M-V with the def2-TZVPD basis set) of C13H20MnNO4PS5 as an isolated structure in a non-equilibrium geometry.

Last column: Löwdin spin population.
Cartesian coordinates (Å):
Mn1 0.8697 0.6169 0.0238  3.936
S1 0.3364 -0.4654 -2.1973  0.003
S2 0.5511 -1.9687 0.8596  0.009
S3 3.8888 -0.0257 -0.2082  0.004
S4 -2.8576 1.6795 0.2809  0.008
S5 1.1008 2.6650 1.1590  -0.006
P1 0.1304 -2.1502 -1.0985  -0.006
O1 -3.3255 1.9759 -1.0490  0.003
O2 0.6953 -3.4575 -1.7884  -0.004
O3 -1.4540 -2.4717 -1.3544  -0.001
O4 -3.2187 0.4089 0.9563  0.001
N1 -1.1645 1.5665 0.3449  0.034
C1 -1.9870 -3.8294 -1.0661  0.000
C2 4.3250 1.4849 -1.1292  -0.011
C3 -3.9350 4.8018 2.7063  0.004
C4 2.0596 -4.0414 -1.8294  -0.001
C5 -1.6929 3.4540 1.6127  0.000
C6 -1.5591 4.4180 2.6555  0.004
C7 -2.6629 5.0844 3.0805  0.000
C8 -2.9860 3.0896 1.3212  0.006
C9 4.6203 0.0841 1.4646  -0.003
C10 -3.5210 -3.6950 -1.1326  0.000
C11 -4.1299 3.7392 1.8345  0.000
C12 -0.6035 2.6026 0.9872  0.030
C13 2.9470 -3.1059 -2.5966  0.000
H1 5.5777 -0.4455 1.4755  0.000
H2 4.0167 -3.3553 -2.5377  0.000
H3 -1.6298 -4.1137 -0.0634  0.000
H4 -4.0586 -4.4518 -0.5718  0.000
H5 2.8080 -2.0944 -2.1461  0.000
H6 -4.7689 5.3742 3.1385  0.000
H7 3.8392 1.2874 -2.0947  -0.002
H8 -5.1644 3.3530 1.6344  0.000
H9 -3.6888 -2.6609 -0.8012  0.000
H10 4.7130 1.0900 1.8384  -0.001
H11 -1.6144 -4.4825 -1.7882  0.000
H12 3.8608 2.3965 -0.6727  -0.004
H13 1.9137 -4.9783 -2.3271  0.000
H14 -2.5161 5.8403 3.8510  0.000
H15 3.9886 -0.4591 2.1714  -0.002
H16 2.3922 -4.2602 -0.8259  0.000
H17 5.4269 1.5215 -1.1541  0.000
H18 -3.6920 -3.7029 -2.2349  0.000
H19 2.7100 -2.9312 -3.6562  0.000
H20 -0.5406 4.6125 2.9275  0.001

Results
Lowest unoccupied orbital energy (alpha / beta) (hartree): 0.0921 / 0.0920
E_HOMO (alpha / beta) (Ha): -0.131 / -0.041
Total charge: -1
Gap between HOMO and LUMO (alpha / beta) (eV): 6.078 / 3.632
Relative energy (zero: lowest compared OMol25 entry of this formula, charge and spin) (kJ/mol): 45.5
Spin multiplicity: 5
E (hartree): -4346.48176

=====

No. 4
The following is a DFT calculation (ωB97M-V with the def2-TZVPD basis set) of a 2-piece molecular cluster, C13H20N2O5 overall.

Last column: Löwdin charge in e.
Cartesian coordinates (Å):
O1 -5.1380 -2.1083 0.5073  0.096
O2 4.3785 2.2838 -0.1391  0.124
O3 5.3386 1.5098 1.7014  0.118
O4 -3.7982 -1.3125 2.1210  0.123
O5 6.3500 -0.4903 -0.8300  -0.011
N1 3.5697 -0.1880 -1.0789  0.068
N2 -2.7240 -3.1150 -0.5042  0.058
C1 5.4930 -1.0351 0.1580  -0.413
C2 -2.8786 -1.7225 -0.0971  -0.315
C3 4.2700 -0.1071 0.1847  -0.290
C4 -4.6384 1.1978 -0.4961  -0.043
C5 -3.3780 0.6812 -0.8034  -0.230
C6 -2.3980 2.8146 -0.2018  -0.081
C7 -3.2183 -0.7528 -1.2492  -0.113
C8 -3.6602 3.3203 0.0988  -0.092
C9 -4.7800 2.5086 -0.0497  -0.080
C10 5.1164 -2.4786 -0.1417  -0.043
C11 -2.2617 1.5053 -0.6493  -0.043
C12 -3.9450 -1.6759 0.9831  -0.495
C13 4.6720 1.3371 0.5383  -0.478
H1 -5.7688 2.8967 0.1817  0.103
H2 -1.2741 1.1166 -0.8886  0.112
H3 4.4724 -2.8842 0.6457  0.088
H4 2.8438 0.5232 -1.0936  0.084
H5 -1.9533 -1.3985 0.3907  0.152
H6 5.4979 0.6554 2.1259  0.101
H7 5.9950 -1.0040 1.1442  0.136
H8 7.0703 -1.1130 -0.9897  0.103
H9 4.2288 0.0901 -1.8037  0.090
H10 3.6029 -0.4592 0.9855  0.161
H11 -3.5686 -3.4242 -0.9761  0.076
H12 -1.5191 3.4424 -0.0902  0.103
H13 -5.7527 -2.0752 1.2585  0.133
H14 -4.1375 -1.1051 -1.7349  0.121
H15 -3.7700 4.3437 0.4466  0.101
H16 6.0147 -3.1055 -0.1930  0.082
H17 -2.4116 -0.8291 -1.9899  0.122
H18 -1.9590 -3.1945 -1.1688  0.079
H19 4.5783 -2.5333 -1.0898  0.080
H20 -5.5159 0.5625 -0.6098  0.113

Results
Lowest unoccupied orbital energy (hartree): 0.0141
Structure (SMILES): C[C@@H](O)[C@H](N)C(=O)O.N[C@@H](Cc1ccccc1)C(=O)O
E_HOMO (Ha): -0.333
Gap between HOMO and LUMO (eV): 9.452
Relative energy (zero: lowest compared OMol25 entry of this formula, charge and spin) (kJ/mol): 25.4
E (hartree): -993.11439

=====

No. 5
The following is a DFT calculation (ωB97M-V with the def2-TZVPD basis set) of C13H20N4O4S2Zr as an isolated structure.

Last column: Löwdin charge in e.
Cartesian coordinates (Å):
Zr1 -0.0994 0.8590 0.0334  1.902
S1 3.3902 -0.2999 -1.9378  0.889
S2 0.5205 -1.8730 0.4872  0.719
O1 0.8000 -2.2600 1.8257  -0.209
O2 0.6220 1.8849 -1.6857  -0.099
O3 -0.1114 3.0291 -0.0017  -0.098
O4 -0.8251 -1.1494 0.3850  -0.452
N1 2.5314 2.2372 0.2464  0.034
N2 1.4354 -0.6840 -0.1490  -0.313
N3 -0.0211 1.0912 2.2838  -0.069
N4 -2.1298 0.9390 -0.9974  -0.066
C1 2.1766 3.3771 -0.6389  -0.088
C2 2.2724 -1.1721 -1.1805  -0.794
C3 -2.4215 1.8893 2.2320  -0.163
C4 0.3647 -4.3670 -0.7889  0.001
C5 0.7902 2.8789 -0.8916  -0.585
C6 -1.3980 0.9480 2.8823  -0.185
C7 -3.3745 1.2812 1.1706  -0.165
C8 2.4393 -3.3967 -2.4602  0.013
C9 -3.1837 1.7379 -0.2723  -0.189
C10 0.9280 -5.1707 -1.7704  -0.012
C11 0.8486 -3.0740 -0.7033  -0.241
C12 1.9483 -4.6899 -2.5897  0.001
C13 1.8793 -2.5717 -1.4999  -0.224
H1 -4.3920 1.5604 1.4408  0.128
H2 -4.1157 1.6313 -0.8253  0.134
H3 -0.4078 -4.7370 -0.1290  0.137
H4 0.3585 2.0032 2.5363  0.120
H5 -1.9130 2.7751 1.8339  0.109
H6 3.0286 2.5460 1.0733  0.113
H7 0.5773 -6.1863 -1.8912  0.130
H8 2.3759 -5.3445 -3.3370  0.130
H9 -3.3625 0.1869 1.2185  0.119
H10 3.1080 1.5651 -0.2583  0.011
H11 0.5966 0.3969 2.7103  0.116
H12 3.2443 -3.0332 -3.0847  0.122
H13 2.1743 4.3218 -0.1048  0.142
H14 -2.4890 -0.0069 -1.1281  0.115
H15 2.7793 3.4326 -1.5406  0.141
H16 -1.6866 -0.0971 2.7700  0.118
H17 -2.0124 1.3291 -1.9328  0.123
H18 -1.3209 1.1501 3.9490  0.134
H19 -3.0396 2.2772 3.0397  0.127
H20 -2.8859 2.7850 -0.3192  0.124

Results
Lowest unoccupied orbital energy (hartree): -0.2701
E_HOMO (Ha): -0.556
Total charge: +2
Gap between HOMO and LUMO (eV): 7.785
Relative energy (zero: lowest compared OMol25 entry of this formula, charge and spin) (kJ/mol): 0.0
E (hartree): -1870.38277

=====

No. 6
The following is a DFT calculation (ωB97M-V with the def2-TZVPD basis set) of a 2-piece molecular cluster, C13H20NO5P overall.

Last column: Löwdin charge in e.
Cartesian coordinates (Å):
P1 -3.9299 -3.1549 -0.5104  0.638
O1 -1.4315 -0.8305 -1.0516  -0.006
O2 2.8868 -0.4173 -2.1487  0.143
O3 3.7507 -1.9394 -0.7391  -0.037
O4 -3.2679 -3.9022 0.5694  -0.392
O5 -2.0273 -1.0980 1.1129  0.142
N1 -3.5560 -1.4978 -0.5779  -0.072
C1 -1.6394 3.4323 1.5622  -0.092
C2 2.9382 -0.8873 -1.0413  -0.493
C3 -0.7788 5.6764 1.6192  -0.098
C4 -2.2831 -1.1502 -0.0526  -0.613
C5 -0.5375 4.3481 -0.3697  -0.095
C6 -0.3292 5.5382 0.3134  -0.098
C7 -1.1948 3.2970 0.2545  -0.101
C8 0.7087 0.0224 -0.2424  -0.157
C9 2.1621 -0.3075 0.1172  -0.079
C10 -0.0513 -1.1673 -0.7854  -0.159
C11 3.1368 -3.2402 -0.8866  -0.205
C12 3.3161 -4.0652 0.3828  -0.056
C13 -1.4323 4.6232 2.2441  -0.096
H1 4.1503 -4.7549 0.2740  0.073
H2 -3.6038 -1.1652 -1.5384  0.101
H3 2.0831 -3.1127 -1.1389  0.106
H4 -1.7801 4.7304 3.2633  0.100
H5 -3.5979 -3.6278 -1.7942  0.012
H6 2.4104 -4.6206 0.6191  0.075
H7 0.1841 6.3581 -0.1720  0.100
H8 -0.0052 -2.0168 -0.1007  0.136
H9 -5.3279 -3.1814 -0.4573  0.009
H10 3.6168 -3.7263 -1.7349  0.122
H11 -0.6191 6.6056 2.1507  0.100
H12 -1.3597 2.3684 -0.2777  0.089
H13 0.7272 0.8037 -1.0040  0.122
H14 0.3575 -1.4768 -1.7481  0.128
H15 0.2168 0.3858 0.6590  0.116
H16 -2.1459 2.6084 2.0488  0.102
H17 -0.1871 4.2394 -1.3882  0.100
H18 2.6593 0.6397 0.3449  0.136
H19 2.2410 -0.9326 1.0061  0.124
H20 3.5399 -3.4045 1.2185  0.078

Results
Lowest unoccupied orbital energy (hartree): 0.0175
Structure (SMILES): CCOC(=O)CCCOC(=O)N[PH2]=O.c1ccccc1
E_HOMO (Ha): -0.346
Gap between HOMO and LUMO (eV): 9.899
Relative energy (zero: lowest compared OMol25 entry of this formula, charge and spin) (kJ/mol): 0.0
E (hartree): -1279.68594

=====

Q: Look up the E of the second one.
A: -1975.83425 hartree